# 1
{"formula": "C42H68Cl2F14N5O8S2", "method": "ωB97M-V/def2-TZVPD", "max_force_ha_per_bohr": 0.135, "total_charge": 1, "species": ["C", "C", "Cl", "C", "Cl", "N", "C", "F", "F", "C", "C", "C", "C", "C", "C", "F", "F", "F", "C", "C", "N", "C", "S", "C", "C", "C", "C", "N", "C", "C", "C", "O", "N", "C", "C", "S", "O", "O", "C", "F", "F", "C", "F", "F", "C", "F", "F", "C", "F", "F", "F", "C", "N", "H", "H", "H", "H", "H", "H", "H", "H", "H", "H", "H", "H", "H", "H", "H", "H", "H", "H", "H", "H", "H", "H", "H", "H", "H", "H", "H", "H", "C", "C", "C", "O", "H", "H", "H", "H", "H", "H", "H", "H", "C", "C", "C", "O", "H", "H", "H", "H", "H", "H", "H", "H", "C", "C", "C", "O", "H", "H", "H", "H", "H", "H", "H", "H", "C", "C", "C", "O", "H", "H", "H", "H", "H", "H", "H", "H", "C", "C", "C", "O", "H", "H", "H", "H", "H", "H", "H", "H"], "positions_angstrom": [[1.73, -3.83, 2.69], [0.88, -4.47, 1.58], [1.11, -6.24, 1.47], [0.04, -3.79, 0.75], [-0.70, -4.93, -0.44], [-0.23, -2.33, 0.81], [-1.11, -1.92, -0.34], [-1.62, -0.64, -0.16], [-2.31, -2.63, -0.42], [-0.57, -2.00, -1.79], [0.60, -2.65, -2.29], [0.99, -2.59, -3.67], [0.23, -1.82, -4.62], [-0.97, -1.16, -4.13], [-1.87, -0.29, -5.05], [-2.22, 0.85, -4.35], [-3.03, -0.92, -5.40], [-1.17, 0.14, -6.13], [-1.36, -1.24, -2.76], [-0.96, -1.91, 2.12], [-2.30, -2.40, 2.39], [-3.29, -1.69, 2.19], [-4.60, -1.22, 1.39], [-0.43, -0.52, 2.72], [-1.39, 0.62, 3.18], [-2.19, 1.47, 2.16], [-3.24, 2.34, 2.99], [-3.75, 3.42, 2.12], [0.96, -0.20, 1.95], [0.88, 1.14, 1.09], [1.06, 2.50, 1.80], [0.45, 2.94, 2.74], [2.07, 3.40, 1.24], [1.64, 3.92, -0.07], [2.37, 4.48, 2.20], [2.34, -0.16, 3.16], [2.29, -1.23, 4.17], [2.30, 1.02, 4.03], [4.10, -0.27, 2.55], [4.46, -1.54, 2.14], [4.80, -0.17, 3.74], [4.69, 0.87, 1.68], [4.49, 2.05, 2.37], [4.15, 1.03, 0.43], [6.27, 0.82, 1.44], [6.50, 1.91, 0.62], [7.00, 1.07, 2.55], [6.81, -0.42, 0.66], [7.31, -1.35, 1.51], [5.93, -1.02, -0.17], [7.86, -0.02, -0.12], [0.95, -1.36, 0.80], [2.21, -1.82, 0.24], [2.34, -2.95, 2.41], [1.16, -3.54, 3.61], [2.48, -4.58, 3.07], [1.22, -3.24, -1.60], [1.91, -3.07, -4.07], [0.50, -1.70, -5.69], [-2.27, -0.70, -2.44], [-0.45, -2.59, 2.86], [-0.07, -0.84, 3.75], [-2.16, 0.13, 3.84], [-0.82, 1.25, 3.92], [-1.60, 2.22, 1.58], [-2.80, 0.91, 1.42], [-2.73, 2.73, 3.90], [-4.11, 1.67, 3.26], [-3.20, 4.27, 2.29], [-3.56, 3.19, 1.14], [1.64, 1.13, 0.25], [-0.09, 1.17, 0.53], [0.66, 4.45, 0.00], [1.62, 3.07, -0.79], [2.45, 4.61, -0.42], [2.66, 4.10, 3.20], [1.55, 5.24, 2.26], [3.27, 5.04, 1.82], [0.72, -0.67, -0.06], [2.94, -1.12, 0.21], [2.48, -2.78, 0.39], [-2.77, -0.04, -9.73], [-3.02, -1.47, -9.29], [-4.51, -1.73, -9.10], [-2.34, -1.73, -8.07], [-3.12, 0.67, -8.98], [-1.69, 0.14, -9.85], [-3.27, 0.18, -10.68], [-2.62, -2.16, -10.04], [-4.92, -1.08, -8.33], [-4.68, -2.76, -8.78], [-5.06, -1.56, -10.03], [-2.68, -1.12, -7.40], [2.52, 0.05, -11.35], [1.92, -1.28, -11.79], [0.57, -1.07, -12.46], [1.77, -2.14, -10.66], [1.87, 0.54, -10.62], [3.49, -0.12, -10.86], [2.67, 0.72, -12.20], [2.60, -1.78, -12.49], [-0.14, -0.62, -11.77], [0.15, -2.03, -12.77], [0.66, -0.44, -13.34], [1.17, -1.71, -10.04], [-5.70, -6.39, 3.50], [-4.84, -5.15, 3.73], [-4.00, -5.28, 4.99], [-5.68, -4.00, 3.83], [-6.39, -6.54, 4.33], [-6.30, -6.28, 2.60], [-5.08, -7.28, 3.40], [-4.19, -5.00, 2.86], [-4.64, -5.40, 5.87], [-3.40, -4.38, 5.14], [-3.34, -6.14, 4.93], [-6.27, -4.13, 4.59], [-4.20, 7.61, 4.37], [-2.91, 6.83, 4.18], [-1.70, 7.67, 4.55], [-2.79, 6.41, 2.82], [-4.22, 8.49, 3.73], [-5.06, 7.00, 4.09], [-4.32, 7.93, 5.40], [-2.93, 5.93, 4.79], [-1.63, 8.56, 3.92], [-0.77, 7.11, 4.40], [-1.74, 7.99, 5.60], [-2.78, 7.20, 2.26], [2.98, 0.70, 7.07], [4.11, 0.30, 8.00], [5.32, 1.22, 7.84], [4.50, -1.05, 7.73], [3.29, 0.63, 6.03], [2.13, 0.02, 7.19], [2.65, 1.72, 7.27], [3.77, 0.33, 9.04], [5.71, 1.16, 6.82], [6.12, 0.91, 8.50], [5.05, 2.25, 8.06], [4.81, -1.09, 6.82]]}

# 2
{"formula": "C42H70F6NO26S2", "method": "ωB97M-V/def2-TZVPD", "max_force_ha_per_bohr": 0.071, "total_charge": -1, "species": ["C", "F", "F", "F", "S", "O", "O", "N", "S", "O", "O", "C", "F", "F", "F", "O", "C", "O", "C", "C", "C", "H", "H", "H", "H", "H", "H", "O", "C", "O", "C", "C", "C", "H", "H", "H", "H", "H", "H", "O", "C", "O", "C", "C", "C", "H", "H", "H", "H", "H", "H", "O", "C", "O", "C", "C", "C", "H", "H", "H", "H", "H", "H", "O", "C", "O", "C", "C", "C", "H", "H", "H", "H", "H", "H", "O", "C", "O", "C", "C", "C", "H", "H", "H", "H", "H", "H", "O", "C", "O", "C", "C", "C", "H", "H", "H", "H", "H", "H", "O", "C", "O", "C", "C", "C", "H", "H", "H", "H", "H", "H", "O", "C", "O", "C", "C", "C", "H", "H", "H", "H", "H", "H", "C", "O", "H", "H", "H", "H", "C", "O", "H", "H", "H", "H", "C", "O", "H", "H", "H", "H", "C", "O", "H", "H", "H", "H"], "positions_angstrom": [[-0.57, -0.19, -1.76], [-1.41, -1.14, -2.20], [0.54, -0.70, -1.27], [-0.31, 0.57, -2.81], [-1.46, 0.87, -0.41], [-0.63, 2.06, -0.39], [-2.86, 1.05, -0.66], [-1.28, -0.21, 0.93], [-0.29, 0.53, 1.93], [1.06, 0.64, 1.38], [-0.93, 1.69, 2.51], [-0.13, -0.75, 3.32], [0.56, -0.17, 4.31], [-1.31, -1.16, 3.74], [0.60, -1.78, 2.89], [-2.80, -2.08, 7.29], [-2.70, -0.89, 7.19], [-1.77, -0.18, 7.84], [-1.72, 1.18, 7.40], [-2.63, 1.22, 6.17], [-3.52, -0.01, 6.26], [-0.71, 1.48, 7.15], [-2.09, 1.91, 8.13], [-2.14, 1.37, 5.21], [-3.28, 2.10, 6.22], [-3.77, -0.54, 5.34], [-4.44, 0.21, 6.81], [-2.01, 5.64, -1.64], [-2.46, 5.22, -0.62], [-3.79, 4.93, -0.53], [-4.07, 4.28, 0.74], [-2.76, 4.01, 1.43], [-1.78, 4.98, 0.72], [-4.61, 3.36, 0.54], [-4.70, 4.99, 1.27], [-2.45, 2.98, 1.25], [-2.91, 4.12, 2.50], [-0.83, 4.48, 0.50], [-1.61, 5.90, 1.28], [-6.53, 1.09, 0.08], [-6.65, 1.60, -1.00], [-7.84, 1.84, -1.54], [-7.77, 2.34, -2.86], [-6.36, 1.89, -3.28], [-5.55, 2.04, -1.97], [-7.99, 3.41, -2.89], [-8.54, 1.86, -3.47], [-5.91, 2.41, -4.13], [-6.50, 0.87, -3.63], [-5.24, 3.06, -1.72], [-4.64, 1.46, -1.89], [1.78, -5.84, 5.38], [2.51, -5.27, 4.61], [3.73, -5.78, 4.27], [4.42, -4.83, 3.44], [3.69, -3.51, 3.61], [2.27, -3.93, 3.93], [4.43, -5.15, 2.40], [5.44, -4.74, 3.81], [3.81, -2.79, 2.80], [4.16, -2.96, 4.43], [1.68, -4.03, 3.02], [1.77, -3.29, 4.65], [2.26, -4.16, -5.09], [1.60, -3.27, -5.54], [0.96, -2.39, -4.75], [-0.01, -1.64, -5.49], [-0.14, -2.46, -6.78], [1.26, -3.00, -6.99], [0.29, -0.62, -5.76], [-0.94, -1.64, -4.94], [-0.56, -1.87, -7.60], [-0.86, -3.28, -6.67], [1.92, -2.41, -7.63], [1.19, -3.95, -7.51], [4.50, -1.35, -5.08], [4.23, -0.23, -4.79], [4.58, 0.83, -5.57], [4.05, 2.08, -5.14], [3.55, 1.80, -3.74], [3.41, 0.30, -3.62], [3.23, 2.33, -5.82], [4.87, 2.79, -5.13], [2.61, 2.27, -3.45], [4.33, 2.12, -3.04], [2.37, -0.03, -3.58], [3.85, -0.01, -2.67], [3.48, 6.54, -0.22], [3.15, 5.37, -0.19], [2.66, 4.85, 0.92], [2.40, 3.48, 0.77], [2.47, 3.12, -0.72], [3.32, 4.29, -1.25], [1.45, 3.17, 1.22], [3.17, 2.92, 1.31], [1.51, 3.18, -1.23], [2.78, 2.09, -0.82], [2.91, 4.61, -2.21], [4.35, 4.06, -1.49], [3.11, -4.74, 0.82], [3.40, -4.01, -0.09], [2.59, -3.90, -1.16], [2.96, -2.79, -1.98], [3.94, -1.98, -1.10], [4.57, -3.05, -0.25], [2.15, -2.09, -2.18], [3.40, -3.10, -2.93], [3.45, -1.18, -0.55], [4.66, -1.55, -1.80], [4.91, -2.74, 0.74], [5.43, -3.56, -0.70], [6.62, -1.50, 3.10], [5.74, -0.74, 3.41], [5.04, -0.08, 2.46], [4.05, 0.80, 3.02], [3.84, 0.17, 4.40], [5.22, -0.39, 4.79], [3.14, 0.79, 2.43], [4.44, 1.82, 3.10], [3.11, -0.63, 4.26], [3.52, 0.83, 5.20], [5.15, -1.30, 5.38], [5.86, 0.34, 5.28], [-3.24, 1.14, -4.48], [-2.27, 1.09, -5.52], [-2.73, 0.92, -3.53], [-3.72, 2.12, -4.42], [-3.96, 0.34, -4.64], [-1.63, 1.80, -5.37], [-4.88, -1.94, -1.91], [-3.82, -2.66, -1.28], [-5.26, -1.17, -1.24], [-4.41, -1.41, -2.75], [-5.64, -2.63, -2.27], [-3.36, -3.15, -1.96], [-0.22, -3.46, 0.46], [-1.42, -2.84, 0.88], [-0.30, -3.77, -0.58], [0.66, -2.81, 0.54], [0.06, -4.34, 1.04], [-1.28, -1.87, 0.94], [-4.42, -0.76, 2.38], [-3.80, -1.13, 1.16], [-4.37, -1.56, 3.12], [-4.16, 0.19, 2.86], [-5.48, -0.62, 2.15], [-3.02, -0.57, 1.02]]}

# 3
{"formula": "C42H71BrFNO2P2S2", "method": "ωB97M-V/def2-TZVPD", "max_force_ha_per_bohr": 0.023, "species": ["C", "C", "C", "C", "P", "O", "C", "C", "C", "C", "C", "C", "C", "C", "C", "C", "C", "C", "C", "C", "C", "C", "C", "C", "P", "S", "S", "C", "C", "C", "O", "C", "Br", "C", "C", "C", "F", "C", "N", "H", "H", "H", "H", "H", "H", "H", "H", "H", "H", "H", "H", "H", "H", "H", "H", "H", "H", "H", "H", "H", "H", "H", "H", "H", "H", "H", "H", "H", "H", "H", "H", "H", "H", "H", "H", "H", "H", "H", "H", "H", "H", "H", "C", "C", "C", "C", "C", "C", "H", "H", "H", "H", "H", "H", "H", "H", "H", "H", "H", "H", "H", "H", "C", "C", "C", "C", "C", "C", "H", "H", "H", "H", "H", "H", "H", "H", "H", "H", "H", "H", "H", "H"], "positions_angstrom": [[2.41, -1.05, 3.37], [3.17, 0.03, 3.56], [3.68, 0.88, 2.45], [2.88, 1.85, 1.82], [1.20, 2.01, 2.49], [0.19, 1.15, 1.83], [3.35, 2.62, 0.75], [2.45, 3.65, 0.09], [1.17, 3.06, -0.55], [0.68, 3.86, -1.78], [-0.69, 4.50, -1.54], [-1.50, 4.77, -2.83], [-2.80, 3.96, -2.86], [-3.79, 4.40, -1.75], [-5.25, 4.57, -2.23], [-6.27, 3.72, -1.45], [-7.27, 3.01, -2.35], [-8.46, 2.42, -1.58], [-9.13, 1.31, -2.39], [-10.13, 0.46, -1.58], [-9.87, -1.04, -1.73], [4.68, 2.44, 0.33], [5.47, 1.49, 0.98], [4.99, 0.69, 2.02], [6.05, -0.56, 2.80], [6.14, -2.28, 1.90], [7.15, 1.30, 0.45], [6.91, 1.52, -1.29], [7.64, 0.77, -2.20], [7.47, 0.98, -3.57], [8.20, 0.26, -4.47], [6.54, 1.93, -3.98], [6.38, 2.17, -5.86], [5.79, 2.68, -3.07], [4.81, 3.71, -3.54], [5.25, 5.15, -3.26], [3.55, 3.47, -2.98], [5.97, 2.47, -1.69], [5.26, 3.20, -0.71], [1.72, -1.18, 2.55], [2.45, -1.83, 4.11], [3.42, 0.31, 4.58], [0.89, 3.38, 2.43], [1.28, 1.66, 3.85], [2.96, 4.24, -0.65], [2.16, 4.35, 0.88], [1.28, 2.00, -0.75], [0.37, 3.14, 0.18], [0.65, 3.21, -2.65], [1.39, 4.66, -1.97], [-0.52, 5.46, -1.06], [-1.31, 3.92, -0.86], [-0.92, 4.59, -3.73], [-1.80, 5.82, -2.85], [-3.28, 4.06, -3.83], [-2.52, 2.92, -2.67], [-3.42, 5.32, -1.29], [-3.77, 3.65, -0.97], [-5.33, 4.36, -3.29], [-5.52, 5.61, -2.07], [-6.83, 4.39, -0.79], [-5.77, 3.01, -0.79], [-6.80, 2.20, -2.89], [-7.67, 3.73, -3.06], [-9.22, 3.19, -1.44], [-8.16, 2.06, -0.60], [-9.65, 1.73, -3.26], [-8.37, 0.64, -2.78], [-10.10, 0.73, -0.52], [-11.14, 0.64, -1.94], [-9.06, -1.38, -1.10], [-9.68, -1.29, -2.77], [-10.76, -1.59, -1.43], [7.28, 0.09, 2.95], [5.57, -0.69, 4.10], [8.34, 0.02, -1.87], [9.10, 0.18, -4.16], [4.66, 3.62, -4.61], [4.41, 5.73, -2.89], [6.09, 5.20, -2.58], [5.58, 5.62, -4.18], [4.60, 3.83, -1.12], [-1.26, -2.10, 4.02], [-1.33, -3.54, 3.51], [-1.86, -4.53, 4.55], [-1.00, -4.66, 5.80], [0.45, -5.06, 5.55], [0.59, -6.43, 4.89], [-0.58, -2.01, 4.87], [-0.89, -1.45, 3.22], [-2.24, -1.74, 4.32], [-0.35, -3.85, 3.16], [-1.99, -3.57, 2.64], [-1.97, -5.51, 4.07], [-2.87, -4.23, 4.84], [-1.47, -5.40, 6.47], [-1.01, -3.72, 6.36], [0.98, -5.07, 6.50], [0.95, -4.31, 4.93], [0.14, -7.21, 5.51], [1.64, -6.68, 4.74], [0.11, -6.46, 3.91], [1.60, -2.98, -0.90], [0.65, -4.03, -1.46], [-0.19, -4.73, -0.39], [0.62, -5.52, 0.64], [1.52, -6.61, 0.06], [0.74, -7.71, -0.66], [2.33, -3.42, -0.21], [2.16, -2.50, -1.70], [1.05, -2.21, -0.36], [1.21, -4.77, -2.04], [-0.03, -3.55, -2.17], [-0.91, -5.39, -0.87], [-0.78, -3.97, 0.14], [-0.08, -5.97, 1.35], [1.24, -4.83, 1.22], [2.08, -7.06, 0.88], [2.26, -6.18, -0.61], [0.03, -8.19, 0.01], [1.42, -8.47, -1.04], [0.19, -7.31, -1.52]]}

no.,gap between HOMO and LUMO (Ha)
1,0.283
2,0.315
3,0.300